Here is a structure of composition C39H31ClKN9O6S3 from the Open Molecules 2025 dataset. Energies are from the ωB97M-V functional and the def2-TZVPD basis.

Element x y z (Å)
K  -0.653  0.368  -0.364
C  1.429  -3.234  3.828
C  2.292  -2.242  3.383
C  1.815  -1.011  2.953
C  0.437  -0.727  2.964
C  -0.422  -1.755  3.396
C  0.060  -2.978  3.821
N  -0.137  0.439  2.496
C  0.287  1.620  2.901
C  1.202  1.843  3.996
C  1.492  3.093  4.464
C  0.931  4.255  3.893
C  0.060  4.096  2.842
C  -0.265  2.832  2.333
N  -1.085  2.700  1.221
N  -1.793  3.688  0.902
C  -2.425  3.520  -0.359
C  -3.725  4.013  -0.492
C  -4.330  3.927  -1.732
C  -3.613  3.393  -2.796
C  -2.331  2.932  -2.554
N  -1.744  2.972  -1.359
H  1.810  -4.199  4.143
H  3.358  -2.441  3.344
H  2.494  -0.271  2.546
H  -1.487  -1.557  3.351
H  -0.639  -3.748  4.130
H  1.645  0.984  4.479
H  2.178  3.185  5.301
H  1.201  5.241  4.249
H  -0.375  4.957  2.350
H  -4.224  4.424  0.375
H  -5.351  4.262  -1.873
H  -4.049  3.296  -3.780
H  -1.740  2.498  -3.354
N  -4.543  0.613  0.340
C  -4.159  -0.718  0.273
N  -2.974  -1.157  0.538
C  -2.890  -2.516  0.340
C  -4.043  -3.117  -0.056
S  -5.298  -1.946  -0.178
C  -1.583  -3.183  0.449
C  -1.395  -4.504  0.699
S  0.294  -4.871  0.616
C  0.617  -3.189  0.264
N  -0.447  -2.444  0.226
N  1.865  -2.730  0.000
H  -3.740  1.184  0.579
H  -4.942  0.928  -0.540
H  -4.183  -4.138  -0.365
H  -2.138  -5.246  0.941
H  2.641  -3.233  0.397
H  1.956  -1.708  -0.007
O  -5.348  0.738  -3.084
S  -4.440  -0.307  -3.518
O  -5.059  -1.589  -3.768
N  -3.151  -0.391  -2.587
C  -1.999  -0.231  -3.271
O  -0.865  -0.311  -2.810
C  -2.237  0.127  -4.726
C  -1.301  0.420  -5.700
C  -1.760  0.771  -6.965
C  -3.124  0.826  -7.242
C  -4.063  0.527  -6.259
C  -3.587  0.187  -5.010
H  -0.245  0.380  -5.463
H  -1.049  1.011  -7.747
H  -3.455  1.107  -8.235
H  -5.126  0.561  -6.461
C  5.565  -0.344  3.225
C  5.448  -1.080  1.920
C  5.911  -2.376  1.774
C  5.793  -3.030  0.557
Cl  6.390  -4.672  0.402
C  5.203  -2.409  -0.525
C  4.731  -1.109  -0.394
C  4.857  -0.437  0.819
O  4.462  0.829  1.046
C  3.897  1.605  -0.015
C  2.440  1.268  -0.402
O  1.860  2.165  -1.021
O  2.019  0.125  -0.088
H  5.834  -1.025  4.032
H  4.626  0.149  3.479
H  6.326  0.438  3.160
H  6.359  -2.886  2.619
H  5.082  -2.942  -1.458
H  4.205  -0.650  -1.216
H  4.523  1.525  -0.911
H  3.936  2.632  0.335

Summary:
**Energy above the lowest of the compared OMol25 structures with the same formula, charge and spin**: 6.0 kJ/mol
**E**: -4703.9320 Eh
**Orbital gap**: 5.29 eV
**HOMO**: -1.4 eV
**Total charge**: -2
**Spin multiplicity**: 1